No. 1
{"formula": "C19H28BrO2Ti", "method": "the ωB97M-V functional and the def2-TZVPD basis", "elements": ["H", "H", "H", "H", "H", "C", "H", "C", "H", "H", "C", "H", "C", "C", "H", "H", "H", "C", "C", "H", "H", "C", "C", "Br", "H", "C", "H", "Ti", "H", "H", "H", "O", "H", "H", "H", "H", "H", "O", "H", "C", "C", "C", "H", "C", "H", "H", "C", "C", "C", "C", "C"], "coordinates": [[-0.291, -2.236, -7.699], [0.151, -2.125, -3.946], [-2.350, 1.819, -5.804], [2.184, -2.197, -7.708], [2.062, 1.588, -5.797], [-0.333, -1.640, -6.766], [-2.315, -0.189, -3.863], [1.102, 1.120, -6.051], [2.174, -2.540, -5.953], [0.835, 2.220, -4.047], [1.892, -1.119, -2.896], [-0.494, -1.111, 1.124], [-1.769, -0.752, -0.713], [2.199, -1.740, -6.704], [1.458, -2.256, 0.236], [-1.499, 2.615, -0.934], [2.442, -0.654, -3.710], [1.354, -1.964, -0.812], [-0.692, 0.988, 0.376], [-3.036, 0.617, -1.988], [-0.230, 1.576, 1.170], [2.330, -1.210, -1.543], [-0.852, -0.434, 0.355], [1.920, 1.518, -0.716], [0.079, 2.665, -2.522], [-2.211, 1.841, -4.726], [-0.468, -3.080, -1.532], [0.305, -0.088, -1.583], [0.212, 0.680, -8.020], [3.119, -1.139, -6.623], [-1.196, -0.960, -6.813], [-0.539, 0.839, -3.342], [-2.185, -1.739, -0.952], [-1.080, 0.105, -5.129], [0.246, 1.809, -5.946], [2.051, 0.528, -7.943], [3.285, -0.863, -1.148], [0.950, -0.132, -5.295], [-0.742, 3.341, -5.170], [-1.455, 1.544, -0.701], [1.095, 0.438, -7.410], [-1.618, 0.527, -4.298], [-1.660, 3.706, -3.702], [0.677, -1.881, -3.027], [-0.449, -2.315, -5.906], [-3.183, 2.023, -4.273], [-1.217, 2.908, -4.297], [0.959, -0.866, -6.581], [-0.114, 2.236, -3.501], [-2.180, 0.490, -1.320], [0.351, -2.392, -1.739]], "nbo_charge": [0.240, 0.247, 0.231, 0.229, 0.197, -0.634, 0.206, -0.072, 0.216, 0.205, -0.301, 0.267, -0.314, -0.635, 0.268, 0.253, 0.285, -0.306, -0.180, 0.248, 0.271, -0.205, -0.349, -0.220, 0.223, -0.434, 0.256, 0.962, 0.217, 0.220, 0.208, -0.563, 0.258, 0.229, 0.172, 0.227, 0.276, -0.592, 0.227, -0.278, -0.466, -0.071, 0.236, -0.212, 0.206, 0.224, -0.446, 0.291, -0.068, -0.182, -0.266], "lumo_energy_ev": -3.7, "energy_ha": -4314.5179, "relative_energy_kcal_mol": 9.9, "spin_multiplicity": 1, "charge": 1, "homo_ev": -11.603}


No. 2
{"formula": "C19H28CdF5O3Te", "method": "the ωB97M-V functional and the def2-TZVPD basis", "elements": ["C", "O", "F", "H", "H", "C", "F", "H", "H", "H", "H", "C", "H", "C", "C", "C", "F", "H", "H", "H", "Te", "H", "H", "Cd", "C", "H", "C", "C", "H", "H", "C", "H", "H", "F", "H", "H", "H", "H", "O", "H", "H", "F", "C", "C", "C", "O", "H", "C", "C", "H", "H", "H", "C", "C", "C", "C", "H"], "coordinates": [[-3.181, 0.509, 3.219], [1.761, -0.582, -2.625], [-2.843, -4.440, 0.623], [-3.050, 0.717, 0.269], [4.363, 0.008, -3.746], [2.261, 0.918, 2.270], [-0.419, -4.034, -0.637], [-1.983, 1.281, -3.943], [3.217, -1.304, -1.221], [3.075, -0.421, 3.805], [2.209, 0.330, -5.125], [-2.288, -0.486, 3.672], [2.592, 2.718, -2.268], [-1.100, 0.155, 4.138], [2.036, 1.127, -4.393], [3.130, -1.127, -2.306], [-2.634, -2.981, -1.595], [-2.428, -1.559, 3.632], [-0.310, -0.324, 4.704], [-0.572, 2.326, 4.337], [-1.800, -2.912, 0.160], [1.385, -2.040, 1.966], [-4.267, -0.169, -3.842], [0.004, -1.699, -2.317], [1.368, -1.309, 2.786], [-4.162, 0.328, 2.779], [2.031, 1.804, -2.017], [-3.105, 0.713, -0.813], [2.892, 1.255, 1.441], [2.299, 1.656, 3.085], [-2.529, 1.005, -3.030], [2.259, 1.540, -0.976], [0.728, 0.517, 0.745], [-0.940, -3.097, 1.855], [1.194, -1.818, 3.744], [-4.920, -0.524, -1.222], [4.445, 0.647, -2.065], [0.958, 2.032, -2.110], [0.277, -0.411, 2.528], [2.638, 2.006, -4.666], [3.298, -2.041, -2.894], [-3.200, -1.801, 0.876], [3.824, 0.134, -2.804], [-1.294, 1.573, 4.028], [2.404, 0.700, -2.985], [-0.807, -1.417, -0.355], [0.976, 1.417, -4.429], [-2.170, 1.339, -1.695], [0.801, 0.736, 1.828], [-1.335, 1.979, -1.394], [-2.989, 2.752, 3.163], [3.411, -0.947, 2.147], [2.663, -0.479, 2.792], [-3.727, 0.227, -2.982], [-4.084, 0.051, -1.613], [-2.564, 1.788, 3.435], [0.201, 1.630, 2.041]], "nbo_charge": [-0.225, -0.673, -0.595, 0.194, 0.213, -0.434, -0.650, 0.173, 0.196, 0.202, 0.216, -0.308, 0.211, -0.015, -0.634, -0.062, -0.614, 0.220, 0.192, 0.202, 3.333, 0.191, 0.181, 0.941, -0.068, 0.224, -0.641, -0.345, 0.202, 0.202, -0.395, 0.212, 0.190, -0.624, 0.184, 0.187, 0.215, 0.252, -0.508, 0.211, 0.201, -0.594, -0.467, -0.412, 0.288, -1.231, 0.242, -0.392, -0.080, 0.169, 0.207, 0.200, -0.437, -0.367, -0.340, -0.159, 0.218], "lumo_energy_ev": [1.6, 1.5], "energy_ha": -1901.3985, "relative_energy_kcal_mol": 55.6, "spin_multiplicity": 1, "charge": -1, "homo_ev": [-2.644, -2.657]}


No. 3
{"formula": "C19H28ClN3O3S", "method": "the ωB97M-V functional and the def2-TZVPD basis", "elements": ["S", "C", "H", "H", "H", "H", "H", "H", "H", "Cl", "C", "H", "H", "H", "H", "H", "N", "H", "O", "N", "H", "C", "C", "N", "C", "C", "H", "O", "C", "H", "H", "H", "C", "H", "C", "H", "C", "C", "C", "C", "H", "C", "C", "H", "C", "O", "H", "H", "H", "H", "C", "H", "C", "H", "C"], "coordinates": [[-3.266, 0.241, 0.800], [5.719, -1.959, 0.824], [4.766, 2.212, -0.762], [-0.045, 3.118, -1.183], [0.038, 2.707, 0.533], [-4.489, 1.498, -1.428], [5.475, 1.832, 1.429], [-3.042, -2.149, -0.545], [6.473, -2.083, 2.816], [4.757, -1.808, -1.681], [6.021, -0.064, 2.259], [-0.980, -0.849, -0.891], [-1.802, 1.419, -1.553], [-5.875, -0.418, 1.325], [-4.164, -1.908, -1.898], [-6.761, -1.774, -1.226], [-3.927, -0.306, -0.633], [1.320, -0.779, 0.027], [-3.178, -0.836, 1.737], [-1.707, 0.646, 0.398], [5.139, 0.979, -2.001], [-6.244, 0.703, -0.463], [4.629, 1.169, -1.052], [3.206, 0.970, -1.240], [5.250, -1.114, -0.167], [-4.939, 0.517, -1.256], [-4.811, -2.437, 1.030], [2.580, 2.702, 0.059], [0.861, 1.204, -0.752], [-1.013, -1.220, 0.859], [0.728, 0.838, -1.777], [0.813, 0.404, 1.245], [-5.098, -2.457, -0.022], [-5.119, -3.498, -0.352], [-4.013, -1.737, -0.826], [-5.149, 0.066, -2.231], [-0.156, 2.307, -0.462], [6.108, -1.428, 2.041], [0.635, 0.047, 0.231], [2.288, 1.720, -0.587], [2.929, 0.100, -1.668], [-1.574, 1.748, -0.525], [-6.485, -1.837, -0.170], [6.316, 0.352, 3.210], [5.553, 0.770, 1.258], [-3.914, 1.454, 1.182], [-6.163, 1.607, 0.139], [-7.060, 0.837, -1.178], [5.775, -3.022, 0.643], [-2.303, 2.499, -0.222], [5.168, 0.262, 0.025], [-7.202, -2.503, 0.316], [-6.566, -0.454, 0.481], [-7.573, -0.290, 0.873], [-0.806, -0.445, 0.121]], "nbo_charge": [2.477, -0.229, 0.243, 0.220, 0.230, 0.213, 0.217, 0.211, 0.220, -0.016, -0.225, 0.169, 0.171, 0.209, 0.197, 0.189, -0.721, 0.213, -0.948, -0.678, 0.216, -0.419, -0.250, -0.618, -0.024, -0.216, 0.225, -0.627, -0.316, 0.239, 0.206, 0.223, -0.419, 0.206, -0.209, 0.201, -0.388, -0.198, -0.396, 0.699, 0.401, -0.235, -0.407, 0.219, -0.128, -0.943, 0.227, 0.200, 0.228, 0.237, -0.084, 0.213, -0.407, 0.214, -0.230], "lumo_energy_ev": 0.5, "energy_ha": -1989.2016, "relative_energy_kcal_mol": 4.8, "spin_multiplicity": 1, "smiles": "O=C(NCc1ccccc1Cl)C1CCN(S(=O)(=O)N2CCCCCC2)CC1", "charge": 0, "homo_ev": -9.035}